No. 1
23
Properties=species:S:1:pos:R:3 method="wB97M-V/def2-TZVPD" orbital_gap_ev=9.79 spin_multiplicity=1 homo_energy_ev=-8.79 smiles=CCCNC[C@@H](C)O
C -0.617 0.590 -1.169
N -0.246 0.572 0.240
C 0.002 -0.771 0.739
C 0.460 -0.792 2.189
C -0.675 -0.961 3.195
O 1.367 -1.890 2.265
C 0.427 1.259 -2.047
C 0.012 1.172 -3.521
H -0.877 -0.387 -1.585
H -1.550 1.149 -1.327
H 0.633 1.051 0.351
H -0.911 -1.356 0.584
H 0.750 -1.329 0.149
H 0.979 0.144 2.427
H -1.567 -0.485 2.771
H -0.927 -2.013 3.309
H -0.507 -0.448 4.136
H 1.709 -2.016 3.154
H 1.422 0.828 -1.939
H 0.496 2.344 -1.934
H -0.996 1.516 -3.773
H 0.672 1.656 -4.244
H -0.056 0.165 -3.969


No. 2
23
Properties=species:S:1:pos:R:3 method="wB97M-V/def2-TZVPD" orbital_gap_ev="6.67 / 6.66" spin_multiplicity=1 homo_energy_ev="-5.88 / -5.87"
C 0.902 0.407 0.987
C 1.793 -1.306 -1.438
C 0.995 1.900 1.123
N 0.822 -0.340 -0.886
H 0.930 0.571 -1.323
H 0.170 -0.082 1.614
H 1.873 -0.079 1.076
H 1.765 -1.356 -2.530
H 2.796 -1.009 -1.127
H 1.563 -2.287 -1.029
H 0.014 2.338 1.297
H 1.406 2.368 0.224
H 1.678 2.172 1.943
C -2.385 0.125 0.788
C -0.652 -0.678 -0.954
C -1.357 0.416 -0.264
O -0.814 -1.970 -0.405
H -1.031 -1.875 0.528
H -0.880 -0.777 -2.026
H -1.564 1.276 -0.895
H -1.952 -0.241 1.740
H -2.919 1.041 1.051
H -3.151 -0.614 0.504


No. 3
23
Properties=species:S:1:pos:R:3 method="wB97M-V/def2-TZVPD" orbital_gap_ev=9.40 spin_multiplicity=1 homo_energy_ev=-8.65 smiles="C=CCCCNC.O"
C -1.218 0.735 -0.548
C -1.419 -0.471 0.404
C -0.534 -1.601 -0.021
C -0.242 -2.453 0.907
C -0.162 1.806 -0.191
N 1.254 1.396 0.135
C 1.394 0.593 1.339
H -1.083 0.461 -1.725
H -2.165 1.318 -0.500
H -2.530 -0.684 0.421
H -1.278 -0.220 1.527
H -0.234 -1.633 -0.991
H 0.211 -3.364 0.741
H -0.349 -2.421 2.043
H -0.386 2.584 0.560
H -0.109 2.462 -1.205
H 1.649 1.044 -0.616
H 1.311 -0.476 1.363
H 2.504 0.659 1.617
H 0.759 0.958 2.199
H 0.681 0.446 -2.055
H 1.264 -0.738 -2.962
O 0.683 -0.398 -2.444


No. 4
23
Properties=species:S:1:pos:R:3 method="wB97M-V/def2-TZVPD" orbital_gap_ev=9.55 spin_multiplicity=1 homo_energy_ev=-8.83
C 1.645 0.659 0.064
C 2.055 0.360 1.506
C 1.849 2.143 -0.261
N 2.484 -0.097 -0.817
H -1.411 -0.387 -0.636
H 2.462 -1.090 -0.613
H 2.249 0.062 -1.788
H 1.434 0.926 2.197
H 1.258 2.750 0.423
H 1.963 -0.702 1.724
H 3.098 0.635 1.667
H 2.896 2.422 -0.162
H 1.487 2.353 -1.268
C -3.101 -0.928 0.733
C -2.368 -1.054 -0.556
C -2.668 -1.855 -1.560
O 0.016 -0.055 -0.128
H 0.133 0.916 0.272
H -2.439 -1.192 1.559
H -3.434 0.099 0.889
H -3.985 -1.569 0.750
H -3.533 -2.517 -1.518
H -2.089 -1.881 -2.475


No. 5
23
Properties=species:S:1:pos:R:3 method="wB97M-V/def2-TZVPD" orbital_gap_ev=10.49 spin_multiplicity=1 homo_energy_ev=-9.49 smiles="C=CCCCCN.O"
C 0.743 1.388 0.041
C -0.024 1.013 1.305
C -0.137 -0.496 1.533
C -0.545 -1.302 0.291
C -1.841 -0.876 -0.350
C -2.905 -0.431 0.303
N 2.124 0.886 -0.042
H 0.196 1.041 -0.836
H 0.776 2.472 -0.052
H -1.016 1.457 1.224
H 0.464 1.465 2.171
H 0.822 -0.887 1.889
H -0.848 -0.701 2.337
H -0.621 -2.361 0.563
H 0.240 -1.273 -0.469
H -1.892 -0.957 -1.431
H -3.816 -0.159 -0.218
H -2.894 -0.328 1.382
H 2.740 1.468 0.515
H 2.180 -0.045 0.357
H 2.166 -0.101 -3.387
H 2.031 0.198 -1.885
O 1.662 -0.357 -2.600


No. 6
23
Properties=species:S:1:pos:R:3 method="wB97M-V/def2-TZVPD" orbital_gap_ev=10.58 spin_multiplicity=1 homo_energy_ev=-9.75 smiles="CCC(N)=O.CCC"
C 0.315 -0.223 2.087
C 1.331 -0.633 3.191
C 0.983 0.696 1.101
O 1.680 0.232 0.213
N 0.818 2.036 1.267
H 0.027 -1.125 1.558
H -0.533 0.263 2.584
H 2.284 -0.854 2.728
H 1.080 2.660 0.522
H 0.209 2.342 2.005
H 0.945 -1.533 3.680
H 1.430 0.127 3.968
C -1.064 -0.964 -2.338
C -0.156 -0.140 -3.261
C -1.691 -0.136 -1.236
H -1.873 -1.403 -2.924
H -0.472 -1.784 -1.919
H -0.554 0.857 -3.476
H 0.043 -0.664 -4.192
H -0.997 0.297 -0.514
H -2.260 0.708 -1.626
H 0.820 -0.001 -2.767
H -2.367 -0.756 -0.651


ΔE to the lowest compared entry with this formula, charge and spin, respectively: 37.35; 128.46; 111.42; 96.27; 30.23; 7.91 kcal per mole.
DFT total energy, respectively: -367.5718; -367.4266; -367.4537; -367.4779; -367.5831; -367.6187 a.u..